(1)
Below is a molecular structure, C34H40N4O3P2Ti at a distorted geometry, with properties calculated with ωB97M-V with the def2-TZVPD basis set.

```
84
Properties=species:S:1:pos:R:3:forces:R:3
Ti 0.1460 0.6000 2.0072 -1.25 0.31 4.44
C -1.7393 1.7189 -5.1677 -0.35 -0.49 0.01
C -1.8398 0.4251 -4.8381 -0.44 0.62 -0.65
C -1.0186 -0.6468 -5.4965 0.06 -0.26 0.23
C 0.4796 -0.3169 -5.7131 0.06 -0.46 -0.39
C 1.1521 0.4660 -4.6182 -0.02 0.62 -0.18
C 1.2080 1.8049 -4.6335 0.25 -0.43 -0.54
C 0.6119 2.6060 -5.7784 -0.06 0.43 0.14
C -0.8358 2.2516 -6.2256 0.18 0.48 -0.70
C 1.9045 1.1450 3.1082 0.47 -0.50 0.07
H -2.3893 2.4903 -4.7552 0.02 -0.34 0.10
H -2.6431 0.0646 -4.1818 0.35 0.37 -0.31
H -1.4603 -0.9093 -6.4732 0.10 0.01 0.30
H -1.0945 -1.5483 -4.8756 0.02 -0.02 -0.13
H 1.0035 -1.2786 -5.8164 -0.10 0.24 -0.09
H 0.5787 0.1878 -6.6872 0.20 -0.14 0.50
H 1.6704 -0.1199 -3.8624 0.01 0.18 0.10
H 1.7900 2.3820 -3.9028 -0.29 -0.41 -0.11
H 1.2406 2.5405 -6.6874 -0.03 0.02 0.52
H 0.6083 3.6633 -5.4834 0.13 -0.21 -0.08
H -1.2839 3.1983 -6.5821 0.21 -0.49 -0.02
H -0.7987 1.5803 -7.1033 -0.15 0.26 0.48
H 1.5362 1.8021 3.9195 -0.36 -0.20 -0.53
H 2.8005 1.6262 2.6920 -0.42 -0.33 -0.17
H 2.2059 0.1941 3.5831 -0.11 0.26 -0.23
P 1.8109 -0.4114 0.4205 4.57 -0.53 -1.34
P -1.1758 -0.9273 0.4801 -3.82 -0.43 -1.86
N 2.9216 0.7528 -0.2233 -0.86 -0.08 0.67
N 3.0422 -1.6171 0.9363 -1.26 0.57 0.13
N -1.8606 0.4312 -0.4172 0.88 -0.98 0.16
N -2.6753 -1.8249 0.8220 1.59 0.47 0.56
C 1.0803 -1.1195 -1.1077 -0.48 -0.11 0.29
C -0.2583 -1.8214 -0.8209 0.03 -0.36 0.06
C 2.9376 2.1042 0.1417 0.75 0.42 -0.73
C 3.9381 2.7357 -0.5784 -0.75 -0.91 0.39
C 4.5802 1.7384 -1.3944 -1.14 -0.66 0.67
C 3.9302 0.5339 -1.1671 0.27 0.80 -0.09
C 3.9831 -1.4509 1.9676 0.32 -0.92 0.21
C 4.7404 -2.6174 2.0835 -1.02 1.21 -0.48
C 4.2546 -3.5376 1.1030 -1.07 0.93 -0.60
C 3.2145 -2.9038 0.4238 0.60 -0.82 0.44
C -1.8904 1.7595 0.0359 0.24 0.10 -0.32
C -2.3493 2.5513 -1.0040 0.33 -0.16 0.44
C -2.5801 1.7157 -2.1242 0.38 -0.98 1.03
C -2.2564 0.4186 -1.7470 -0.02 0.70 0.23
C -3.7719 -2.0743 -0.0148 -0.68 -0.67 0.02
C -4.6240 -2.9796 0.6122 1.62 1.02 0.13
C -4.0444 -3.2888 1.8951 0.90 0.82 -0.69
C -2.8614 -2.5822 1.9921 -0.54 -0.47 0.15
H 1.8007 -1.8090 -1.5556 -0.09 0.17 -0.04
H 0.9381 -0.2776 -1.8052 0.07 -0.09 0.30
H -0.8728 -1.9220 -1.7256 0.14 0.08 0.27
H -0.1128 -2.8400 -0.4436 0.04 0.06 0.06
H 2.2761 2.4672 0.9202 0.17 0.11 -0.38
H 4.1765 3.7850 -0.5222 0.08 -0.04 0.03
H 5.4224 1.8992 -2.0452 -0.02 -0.08 -0.06
H 4.0877 -0.4550 -1.5783 0.08 0.18 0.09
H 4.0055 -0.5374 2.5410 0.20 -0.07 -0.15
H 5.5657 -2.7793 2.7674 -0.23 0.11 -0.12
H 4.6350 -4.5342 0.9040 -0.16 0.27 0.00
H 2.5787 -3.2564 -0.3757 0.21 -0.12 0.12
H -1.6802 2.0115 1.0771 -0.45 0.03 -0.02
H -2.5212 3.6190 -0.9811 0.09 -0.14 0.14
H -2.9147 2.0242 -3.0937 -0.18 -0.03 0.14
H -2.2753 -0.5087 -2.3078 -0.01 0.35 0.18
H -3.8635 -1.5717 -0.9692 -0.03 -0.15 0.21
H -5.5421 -3.3825 0.2235 -0.06 0.13 -0.13
H -4.4569 -3.9521 2.6364 0.06 0.04 0.05
H -2.1344 -2.5332 2.7935 -0.12 -0.04 -0.13
O -2.4702 2.1850 5.5217 0.93 -0.92 0.23
C -2.0101 1.1175 6.2138 -0.57 0.46 0.40
C -2.3178 1.0577 7.5834 0.00 -0.01 -0.56
C -1.9347 -0.0619 8.2987 -0.12 0.45 0.10
C -1.2490 -1.1379 7.7079 0.35 -0.53 -1.28
C -0.9586 -1.1166 6.3387 -0.27 -0.02 1.33
C -1.2932 0.0397 5.6028 -0.43 1.08 -0.80
C -0.9147 0.2428 4.2421 0.09 0.16 0.77
O -0.3433 -0.6673 3.5218 0.75 0.38 -1.87
O -1.0076 1.3954 3.6300 0.50 -0.75 -1.48
H -2.0189 2.1375 4.6453 -0.63 0.55 0.45
H -2.8653 1.9100 7.9985 0.23 -0.50 0.04
H -2.1848 -0.1059 9.3563 0.11 -0.05 -0.16
H -0.9643 -1.9991 8.3152 -0.15 0.28 -0.25
H -0.4991 -1.9556 5.8210 0.08 0.18 0.27
```
Positions in Å, forces in eV/Å.

Computed properties:
F_max (eV/Å): 4.8
Total charge: +2
LUMO level (alpha / beta) (eV): -8.96 / -8.96
Calculated total energy (eV): -89684.77904
Multiplicity: 1



(2)
Below is a single C3H6N2O2 molecule at a distorted geometry, with properties calculated with ωB97M-V with the def2-TZVPD basis set.

```
13
Properties=species:S:1:pos:R:3:forces:R:3
C 0.6063 -0.9923 -0.3640 -1.39 0.98 -0.61
C 1.3516 0.2901 0.0616 0.35 -0.99 -0.37
C -0.8895 0.6244 -0.0127 2.30 0.32 0.16
N -1.9570 1.4423 0.0757 0.01 0.21 0.01
O 0.3668 1.3004 0.0643 -1.86 0.03 -0.07
O 1.0161 -2.0884 0.3740 -0.08 -0.26 0.50
N -0.8478 -0.6245 -0.1848 0.85 -0.75 -0.06
H 0.3313 -2.7639 0.3002 0.07 0.03 -0.02
H 0.7292 -1.1968 -1.4425 0.07 0.05 0.25
H -2.8362 0.9921 0.2647 0.01 0.08 0.00
H -1.7853 2.3475 0.4802 -0.12 -0.05 0.03
H 2.1301 0.5137 -0.6768 -0.13 0.26 0.33
H 1.7844 0.1554 1.0602 -0.08 0.08 -0.15
```
Positions in Å, forces in eV/Å.

Computed properties:
F_max (eV/Å): 2.3
Total charge: 0
LUMO level (eV): 0.92
Energy above the lowest of the compared OMol25 structures with the same formula, charge and spin (kJ/mol): 141.56
Calculated total energy (eV): -10283.33025
Multiplicity: 1



(3)
Below is 2 unconnected molecules or ions with the total composition FHO2S at a distorted geometry, with properties calculated with ωB97M-V with the def2-TZVPD basis set.

```
5
Properties=species:S:1:pos:R:3:forces:R:3
O 0.8215 0.5413 0.6739 0.82 1.67 -1.75
O 0.2013 -0.5280 0.8050 -0.63 -1.92 -0.17
F 1.7699 0.5537 -0.7419 -1.05 -0.37 1.51
S -1.2599 -0.9122 -0.1720 0.76 0.59 0.31
H -1.5328 0.3452 -0.5650 0.10 0.03 0.11
```
Positions in Å, forces in eV/Å.

Computed properties:
F_max (eV/Å): 2.6
Total charge: 0
LUMO level (alpha / beta) (eV): -1.59 / -1.66
Energy above the lowest of the compared OMol25 structures with the same formula, charge and spin (kJ/mol): 676.26
Calculated total energy (eV): -17656.46090
Multiplicity: 1



(4)
Below is a molecular structure, C12H36CuO12 at a distorted geometry, with properties calculated with ωB97M-V with the def2-TZVPD basis set.

```
61
Properties=species:S:1:pos:R:3:forces:R:3
Cu 0.2589 -0.1186 0.1027 -0.11 0.08 0.46
C 1.3891 -2.1204 -2.1028 -0.33 0.12 -0.20
C 2.3152 -2.3037 -3.2968 -0.36 -0.95 1.07
O 2.1882 -1.2466 -4.2041 -0.16 0.02 -0.08
O 1.8300 -1.0611 -1.2384 -0.55 -0.26 -0.06
H 1.2211 -3.0424 -1.5366 0.73 -0.16 0.03
H 0.3629 -1.9275 -2.4218 0.20 0.65 -0.19
H 2.0327 -3.2957 -3.6734 0.06 0.16 -0.58
H 3.3401 -2.4129 -2.9226 0.11 0.12 -0.03
H 2.7463 -1.4271 -4.9668 -0.02 0.06 -0.01
H 2.6641 -1.3627 -0.8620 -0.02 0.26 0.21
C -0.4092 -3.1079 1.3974 -1.11 0.17 0.39
C -1.2310 -3.9716 2.3634 0.68 0.33 -0.22
O -2.5783 -3.9079 1.9229 -0.19 -0.15 -0.12
O -0.7674 -1.7337 1.5297 0.56 0.00 -0.41
H -0.7192 -3.4804 0.4155 0.43 0.05 -0.24
H 0.6680 -3.1641 1.5364 0.02 -0.18 0.07
H -1.2242 -3.5940 3.3874 0.35 0.05 -0.01
H -0.7775 -4.9660 2.3389 -0.39 -0.19 0.08
H -2.9221 -4.7821 1.7248 0.05 -0.02 0.04
H -1.7358 -1.6397 1.5154 0.05 0.23 0.08
C 0.5407 3.4150 -0.4256 1.02 -0.16 1.08
C 1.0117 4.2408 -1.6148 -0.21 -0.85 0.71
O -0.0966 4.7045 -2.4000 1.20 -0.30 -0.15
O 0.2002 2.0689 -0.7419 -0.75 0.28 -0.87
H -0.2264 3.9034 0.1850 -0.23 0.04 -0.37
H 1.3874 3.2802 0.2594 0.04 0.41 -0.09
H 1.6604 3.5494 -2.1670 -0.14 0.15 -0.34
H 1.6548 5.0574 -1.2758 -0.27 0.20 0.10
H 0.3630 4.8972 -3.2292 -0.75 0.26 -0.16
H -0.4951 2.1593 -1.4294 0.08 -0.42 0.09
C -2.6107 1.0781 -2.8391 -0.83 -0.41 -1.66
C -1.8240 -0.2066 -2.6750 -0.63 -0.63 0.01
O -1.8560 -0.6927 -1.3330 0.95 0.25 0.44
O -1.7722 2.1941 -2.6296 -0.08 -0.08 0.50
H -3.5659 1.0361 -2.2993 0.49 0.28 0.94
H -3.0396 1.1106 -3.8518 0.62 -0.01 -0.26
H -0.7843 -0.0864 -2.9833 0.02 0.28 0.26
H -2.2101 -1.0145 -3.3069 -0.22 0.35 -0.21
H -2.6757 -1.1550 -1.1391 -0.10 0.03 -0.11
H -2.1222 3.0074 -3.0058 -0.05 -0.02 0.06
C 3.2612 0.4787 2.2084 -0.10 0.18 0.54
C 2.9673 -0.6130 3.2167 0.60 -0.58 0.31
O 2.4207 -0.0863 4.4180 -0.17 0.44 -0.29
O 2.2743 0.6129 1.1810 0.40 0.09 0.03
H 4.2435 0.3160 1.7583 -0.08 -0.21 -0.10
H 3.3456 1.4030 2.7918 -0.11 0.04 -0.09
H 3.9494 -1.0517 3.4274 -0.05 -0.12 0.17
H 2.3358 -1.4327 2.8620 -0.09 0.23 -0.49
H 2.4275 -0.7727 5.0899 -0.01 -0.03 0.01
H 2.6690 1.2478 0.5710 -0.42 -0.04 -0.21
C -1.8637 1.7657 2.2597 0.71 0.34 -0.45
C -2.8502 1.0406 1.3651 -0.49 -0.04 1.67
O -3.0790 -0.3060 1.8210 0.35 -0.16 -0.64
O -0.5319 1.2353 2.0616 -0.88 0.42 0.74
H -2.1230 1.7398 3.3229 -0.26 -0.59 -0.02
H -1.8278 2.8458 2.0749 -0.26 -0.04 -0.55
H -2.5042 1.0043 0.3372 -0.04 -0.07 -0.04
H -3.8184 1.5323 1.4766 0.06 0.43 -0.54
H -3.3614 -0.2928 2.7399 -0.04 0.09 0.02
H -0.1261 1.4518 2.9099 0.74 -0.44 -0.32
```
Positions in Å, forces in eV/Å.

Computed properties:
F_max (eV/Å): 1.9
Total charge: +1
LUMO level (eV): -1.91
Calculated total energy (eV): -82229.18248
Multiplicity: 1



(5)
Below is a molecular structure, C26H25CaN4O4S2 at a distorted geometry, with properties calculated with ωB97M-V with the def2-TZVPD basis set.

```
62
Properties=species:S:1:pos:R:3:forces:R:3
Ca 0.3303 0.8538 0.2875 0.26 0.53 0.52
O -3.5389 0.3997 -3.7572 -0.01 -0.11 0.09
C -3.5186 -0.8134 -3.1710 -0.08 0.11 -0.14
C -4.3714 -1.7845 -3.6985 0.09 0.00 0.08
C -4.4052 -3.0492 -3.1522 -0.06 -0.08 -0.04
C -3.5923 -3.3870 -2.0701 0.00 0.15 -0.06
C -2.7468 -2.4288 -1.5526 0.01 -0.05 -0.01
C -2.6921 -1.1352 -2.0820 0.06 0.00 -0.08
C -1.7716 -0.1629 -1.4507 -0.15 -0.33 0.29
O -1.0043 -0.5850 -0.5043 -0.42 0.06 -0.42
N -1.8533 1.0818 -1.8740 0.33 0.47 0.26
N -1.0186 2.0083 -1.1793 -0.93 -0.38 -0.81
C -1.4679 3.2009 -1.2877 0.33 0.09 0.04
S -2.9728 3.6079 -2.0555 -0.10 -0.11 -0.11
C -2.7585 5.3935 -1.8721 0.04 0.26 0.10
C -1.9613 5.6550 -0.6035 -0.14 0.05 -0.06
S -0.5331 4.5488 -0.6534 -0.13 -0.04 0.09
H -2.9321 0.9776 -3.2428 0.01 0.01 -0.03
H -4.9969 -1.5114 -4.5365 -0.02 0.00 -0.02
H -5.0765 -3.7854 -3.5760 0.00 -0.02 0.02
H -3.6251 -4.3804 -1.6469 0.01 -0.02 0.01
H -2.0973 -2.6545 -0.7188 0.00 -0.01 0.01
H -3.7504 5.8397 -1.8065 0.00 -0.02 -0.01
H -2.2467 5.8003 -2.7441 -0.01 -0.05 -0.01
H -2.5636 5.4503 0.2810 0.06 -0.01 0.02
H -1.5864 6.6762 -0.5572 -0.03 0.01 -0.02
C -0.4933 0.0368 5.0320 0.08 0.25 -0.39
C -0.2934 0.5922 3.6883 -0.18 -0.19 0.49
N -0.1635 1.0244 2.6358 0.08 -0.07 0.22
H -1.5448 0.1222 5.2970 -0.02 0.00 0.01
H 0.1121 0.5947 5.7431 0.00 -0.01 0.02
H -0.1987 -1.0099 5.0385 0.01 -0.02 -0.01
C 2.5894 3.8229 -3.7569 0.06 -0.03 0.04
O 3.2796 2.8515 -2.9715 -0.01 0.02 0.09
C 3.3360 3.0660 -1.6334 -0.15 0.06 -0.04
C 2.7880 4.1576 -0.9700 0.16 -0.10 -0.03
C 2.9339 4.2565 0.4099 0.00 0.01 -0.01
C 3.6198 3.2919 1.1319 -0.04 -0.03 -0.07
C 4.1522 2.1908 0.4720 -0.02 0.21 0.03
C 3.9915 2.0786 -0.8930 0.22 -0.39 -0.31
N 4.5545 1.0038 -1.6535 -0.09 0.39 0.11
C 4.7735 -0.2569 -1.3703 -0.15 -0.23 0.05
C 4.2523 -1.1019 -0.3639 1.02 -0.06 -0.60
C 4.9575 -2.3226 -0.1387 -0.01 -0.07 0.09
C 4.5122 -3.2422 0.7604 -0.24 0.27 -0.01
C 3.2901 -2.9754 1.4306 0.07 -0.03 -0.04
C 2.5679 -1.8392 1.1921 0.13 -0.23 0.07
C 3.0189 -0.8616 0.2619 -0.64 0.10 0.40
O 2.3123 0.1624 -0.0352 0.43 -0.30 0.06
H 3.0789 4.7937 -3.6752 -0.02 0.05 -0.03
H 1.5486 3.8960 -3.4398 -0.04 0.02 -0.01
H 2.6353 3.4738 -4.7826 0.01 -0.03 -0.01
H 2.2599 4.9269 -1.5139 0.05 -0.04 0.01
H 2.5122 5.1145 0.9157 0.00 0.01 0.04
H 3.7459 3.3968 2.2001 0.02 -0.01 0.01
H 4.6981 1.4375 1.0189 0.03 -0.13 0.01
H 4.8792 1.2995 -2.5667 0.04 0.07 0.06
H 5.4449 -0.7270 -2.0828 0.06 -0.01 0.05
H 5.8764 -2.5020 -0.6837 0.01 0.03 -0.03
H 5.0580 -4.1547 0.9428 -0.01 -0.03 0.02
H 2.8985 -3.7030 2.1308 0.04 -0.02 0.00
H 1.6147 -1.6953 1.6881 0.00 0.07 -0.03
```
Positions in Å, forces in eV/Å.

Computed properties:
F_max (eV/Å): 1.3
Total charge: +1
LUMO level (eV): -3.31
Calculated total energy (eV): -81624.73113
Multiplicity: 1



(6)
Below is a molecular structure, C9H27Be2ClN3O5 at a distorted geometry, with properties calculated with ωB97M-V with the def2-TZVPD basis set.

```
47
Properties=species:S:1:pos:R:3:forces:R:3
Be -3.6299 -2.0892 -2.8161 0.20 0.33 0.01
Be -3.2532 3.5183 -5.5758 0.29 -0.02 0.22
N -3.7953 2.2329 0.3358 0.98 -1.66 -0.67
H -4.0122 2.0899 1.3118 -0.72 1.27 0.67
H -2.7905 2.2483 0.2350 0.88 0.25 0.00
H -4.1529 2.9515 -0.2773 -0.81 0.84 0.68
H -4.0501 1.3421 -0.0662 -0.30 -0.46 -0.57
N 0.8475 -0.5953 -6.0159 -1.22 0.34 0.36
H 0.7094 -0.4523 -5.0257 0.65 -0.30 0.97
H 0.5034 0.2847 -6.3727 0.37 0.50 -0.95
H 0.1908 -1.3082 -6.2999 -0.09 -0.58 -0.42
H 1.7876 -0.8314 -6.2998 0.63 0.07 -0.07
Cl -1.3279 1.3189 -2.7934 -0.96 -0.34 -0.72
O -1.6622 2.1156 -3.9930 -0.45 -1.49 -0.37
O -2.3216 0.2675 -2.4208 -0.42 0.01 -1.18
O -0.0748 0.6743 -2.9440 0.45 -0.18 -0.73
O -1.3573 2.2355 -1.7491 0.24 1.46 2.44
C 2.3186 1.6829 2.5589 -0.14 -1.15 1.56
C 1.3205 0.6955 1.8143 1.24 3.25 0.55
C 2.0411 0.4871 0.4910 -1.57 0.19 -0.87
C 1.4529 -0.6829 -0.1871 -0.28 -1.28 -2.02
C 1.4053 -1.9828 0.5296 0.80 -0.09 0.60
C 0.6572 -1.8285 1.8859 0.49 -2.49 -1.74
N 1.1422 -0.6077 2.5665 -1.42 1.28 -3.20
O 0.6257 -0.4114 3.7538 0.10 -0.14 1.04
C -0.8888 -1.7866 1.7454 0.24 0.95 0.74
C 0.9558 -3.1043 2.7018 -0.35 1.14 2.33
C -0.1130 1.5188 1.6835 0.40 -1.45 0.26
H 2.2085 1.6144 3.6411 -0.29 0.15 0.14
H 2.2134 2.7439 2.3327 -0.27 -0.32 -0.49
H 3.3497 1.3684 2.3969 -0.08 0.10 -0.25
H 1.7876 1.2877 -0.2039 -0.05 0.66 0.46
H 3.1306 0.5201 0.4884 -0.09 -0.50 0.64
H 1.9413 -0.8002 -1.1544 0.08 -0.20 -0.09
H 0.3942 -0.6154 -0.4376 -0.28 1.25 -0.20
H 2.3985 -2.4084 0.6726 0.12 0.08 0.44
H 0.9359 -2.6859 -0.1585 -0.46 -0.27 0.56
H -1.1808 -2.6380 1.1307 -0.06 0.12 0.17
H -1.2674 -1.8485 2.7656 -0.29 -0.44 -0.12
H -1.2936 -0.8378 1.3930 0.16 -0.12 -0.54
H 0.3142 -3.0660 3.5821 0.21 0.47 0.61
H 0.6245 -4.1096 2.4415 0.57 0.26 -1.50
H 1.9792 -3.0260 3.0689 0.10 -0.70 -0.22
H -0.7797 1.3684 2.5326 0.10 -0.81 0.12
H -0.5659 1.1601 0.7593 -0.20 0.05 -0.03
H -0.1188 2.6088 1.6912 1.30 -0.01 -0.40
H 1.4007 -0.6190 4.2810 0.20 -0.07 1.80
```
Positions in Å, forces in eV/Å.

Computed properties:
F_max (eV/Å): 3.7
Total charge: +4
LUMO level (alpha / beta) (eV): -12.67 / -14.44
Calculated total energy (eV): -37745.95346
Multiplicity: 2